Entry 1:
Density functional theory data (ωB97M-V/def2-TZVPD) for a molecular structure, C4H10N2O2 at a distorted geometry.

Values from the calculation:
F_max	7.1	eV/Å
total energy	-11377.062	eV
lowest unoccupied orbital energy	0.46	eV
E_HOMO	-0.3359	hartree
spin multiplicity	1
relative energy (zero: lowest compared OMol25 entry of this formula, charge and spin)	226.94	kcal per mole
charge	0

XYZ file:
```
18
C4H10N2O2 | OMol25 | ωB97M-V/def2-TZVPD
O -0.6156 1.8701 0.0130
O 2.9637 -0.6460 0.4110
N -0.6537 0.5079 -0.6164
N -1.7892 -0.1811 1.4576
C 0.9103 0.4740 -0.9222
C -1.6280 -1.5983 -0.6902
C 1.6410 -0.3075 0.2875
C -1.2521 -0.4234 0.2174
H -2.5285 -2.0123 -0.0092
H -1.1900 2.5283 -0.5849
H 1.5970 0.3233 1.3163
H 1.1865 -0.2371 -1.8242
H -1.7707 0.7703 1.6360
H 3.5623 0.2131 0.3132
H 0.9232 -1.1590 0.4617
H -2.2268 -0.8370 -1.7794
H 1.3410 1.7463 -0.8851
H -0.6053 -2.2852 -1.2791
```

Entry 2:
Density functional theory data (ωB97M-V/def2-TZVPD) for 3 unconnected molecules or ions with the total composition C4H10N2O2 at a distorted geometry.

Values from the calculation:
F_max	6.1	eV/Å
total energy	-11372.193	eV
lowest unoccupied orbital energy	-4.75	eV
E_HOMO	-0.3196	hartree
spin multiplicity	1
relative energy (zero: lowest compared OMol25 entry of this formula, charge and spin)	339.21	kcal per mole
charge	0

XYZ file:
```
18
C4H10N2O2 | OMol25 | ωB97M-V/def2-TZVPD
O -0.9305 -2.8809 1.6359
O -0.8373 2.6345 -0.0934
N -0.9490 0.7003 -1.5433
N 2.3663 -0.5260 0.0862
C -1.3030 1.8844 -1.0466
C 1.1318 0.1215 0.2468
C 0.2920 -0.7842 1.2481
C 0.2652 -0.0113 -1.1284
H -0.0792 -1.1798 -0.8606
H -0.7666 -0.8840 0.9253
H -1.2642 -3.7180 1.8661
H 1.0094 1.2487 0.5473
H 0.3747 -0.5456 2.3905
H -2.2127 2.2852 -1.5324
H 3.2430 0.0775 0.0817
H 1.1040 -0.0120 -1.8337
H 0.7056 -1.7804 1.0798
H -0.2090 -2.0025 -0.7237
```

Entry 3:
Density functional theory data (ωB97M-V/def2-TZVPD) for a molecular structure, C4H10N2O2 at a distorted geometry.

Values from the calculation:
F_max	3.1	eV/Å
total energy	-11381.506	eV
lowest unoccupied orbital energy	0.71	eV
E_HOMO	-0.3268	hartree
spin multiplicity	1
relative energy (zero: lowest compared OMol25 entry of this formula, charge and spin)	124.46	kcal per mole
charge	0

XYZ file:
```
18
C4H10N2O2 | OMol25 | ωB97M-V/def2-TZVPD
O -0.7522 -1.1066 -1.0245
O -2.4475 0.4048 0.3444
N -1.6258 0.3592 -0.7621
N -0.1679 1.7602 0.7454
C 0.4378 -1.0403 1.0971
C 1.6489 -0.6601 -1.0848
C -0.3052 0.9284 -0.3955
C 0.3263 -0.5308 -0.3463
H 1.5305 -0.3497 -2.1216
H 1.1564 -0.4466 1.6587
H 0.7680 -2.0768 1.0587
H 0.0531 1.4407 -1.2911
H -0.5988 2.6657 0.6020
H 2.4070 -0.0404 -0.6069
H 1.9760 -1.6988 -1.0691
H -3.2986 0.0666 0.0313
H -0.5772 1.3419 1.5716
H -0.5309 -1.0175 1.5928
```

Entry 4:
Density functional theory data (ωB97M-V/def2-TZVPD) for 3 unconnected molecules or ions with the total composition C4H10N2O2.

Values from the calculation:
F_max	0.3	eV/Å
total energy	-11385.764	eV
lowest unoccupied orbital energy	0.24	eV
E_HOMO	-0.3170	hartree
spin multiplicity	1
relative energy (zero: lowest compared OMol25 entry of this formula, charge and spin)	26.25	kcal per mole
charge	0

XYZ file:
```
18
C4H10N2O2 | OMol25 | ωB97M-V/def2-TZVPD
O -1.9589 2.6943 -1.8662
O -1.5559 -0.9332 2.0337
N 0.3910 -1.6390 -0.4889
N -0.2699 0.4206 -0.9084
C -0.4573 -0.8901 -1.1560
C 2.2468 -1.2521 1.1469
C 0.7707 0.5183 -0.0150
C 1.1727 -0.7679 0.2268
H 1.8481 -1.5107 2.1331
H -1.2204 -1.2634 -1.8160
H 2.6991 -2.1449 0.7203
H 3.0115 -0.4842 1.2800
H 1.1627 1.4691 0.3008
H -1.2002 -0.0593 1.8442
H -0.8138 1.1803 -1.3000
H -1.8694 3.6143 -1.5859
H -2.9069 2.5571 -1.9950
H -1.0498 -1.5091 1.4455
```

Entry 5:
Density functional theory data (ωB97M-V/def2-TZVPD) for 2 unconnected molecules or ions with the total composition C4H10N2O2 at a distorted geometry.

Values from the calculation:
F_max	3.0	eV/Å
total energy	-11367.831	eV
lowest unoccupied orbital energy (spin up / spin down)	-7.13 / -6.81	eV
E_HOMO (spin up / spin down)	-0.4952 / -0.4945	hartree
spin multiplicity	2
relative energy (zero: lowest compared OMol25 entry of this formula, charge and spin)	237.08	kcal per mole
charge	+1

XYZ file:
```
18
C4H10N2O2 | OMol25 | ωB97M-V/def2-TZVPD
O -0.3825 -1.7870 -1.4609
O -0.3444 1.0708 2.4668
N -0.9954 -0.3033 0.1770
N 1.8140 1.3930 -1.5635
C -0.4415 -0.4984 -1.1487
C 1.1696 0.0581 -1.3275
C -0.9546 -1.5187 1.0145
C 0.8389 1.6427 -0.6522
H 1.7153 -0.5121 -0.5451
H -1.0501 0.1114 -1.8367
H 1.4175 -0.4655 -2.2529
H 0.0390 2.2922 -1.0088
H -1.6359 -2.2569 0.5971
H 0.0600 -1.9113 1.1196
H -0.3261 1.6820 3.2369
H 1.0522 1.7434 0.4116
H -1.2696 -1.2251 2.0173
H -0.7064 0.4847 0.7554
```

Entry 6:
Density functional theory data (ωB97M-V/def2-TZVPD) for 2 unconnected molecules or ions with the total composition C4H10N2O3S2 at a distorted geometry.

Values from the calculation:
F_max	1.1	eV/Å
total energy	-35102.445	eV
lowest unoccupied orbital energy	-0.17	eV
E_HOMO	-0.3238	hartree
spin multiplicity	1
relative energy (zero: lowest compared OMol25 entry of this formula, charge and spin)	0.00	kcal per mole
charge	0

XYZ file:
```
21
C4H10N2O3S2 | OMol25 | ωB97M-V/def2-TZVPD
S 0.9843 -1.7597 -2.0655
S -0.8383 1.5687 1.0013
O -1.6688 2.4804 0.2907
O 0.6931 2.0288 0.6913
O -0.9355 1.4924 2.4401
N -0.6739 -2.3682 0.5058
N 0.1705 -0.9603 2.1579
C -0.9323 -0.0083 0.2819
C -0.5013 -1.0941 0.9732
C 0.5325 0.9232 -2.4150
C 1.1516 -0.1977 -1.6766
H 0.2121 -1.7966 2.7214
H 1.3133 1.4533 -2.9658
H -0.2157 0.5691 -3.1206
H -0.0390 -3.0702 0.8553
H -0.8644 -2.4561 -0.4792
H -1.5006 -0.0788 -0.6203
H 1.8332 0.0758 -0.8780
H 0.0929 1.6428 -1.7236
H 1.2830 1.6727 1.3608
H -0.0968 -0.1173 2.6649
```

Entry 7:
Density functional theory data (ωB97M-V/def2-TZVPD) for 2 unconnected molecules or ions with the total composition C4H10N2O4 at a distorted geometry.

Values from the calculation:
F_max	5.6	eV/Å
total energy	-15476.642	eV
lowest unoccupied orbital energy	0.41	eV
E_HOMO	-0.3497	hartree
spin multiplicity	1
relative energy (zero: lowest compared OMol25 entry of this formula, charge and spin)	97.43	kcal per mole
charge	0

XYZ file:
```
20
C4H10N2O4 | OMol25 | ωB97M-V/def2-TZVPD
O -2.3420 0.8544 0.8775
O 1.8213 1.2537 -1.0592
O -4.2796 0.0262 0.7596
O 1.7329 -1.3428 -0.5259
N -3.1700 -0.0784 0.3703
N -0.0509 0.1756 -0.2113
C -0.0898 2.5724 -0.3147
C 0.3259 -1.1546 -0.2549
C 0.6086 1.2171 -0.5175
C -0.5226 -1.9998 -1.1231
H 0.5441 3.2750 -0.6870
H -0.4590 2.7153 0.7570
H -1.1145 2.4930 -0.7180
H -0.1759 -1.7892 -2.0753
H -1.3673 0.6947 0.4954
H -0.2848 -3.0114 -0.9210
H 0.1658 -1.4741 0.9629
H 2.0543 -2.2361 -0.4082
H 2.0463 0.3849 -1.0844
H -1.6564 -1.9104 -1.0740
```

Entry 8:
Density functional theory data (ωB97M-V/def2-TZVPD) for C4H10N2O4 in the gas phase at a distorted geometry.

Values from the calculation:
F_max	1.4	eV/Å
total energy	-15478.693	eV
lowest unoccupied orbital energy	0.64	eV
E_HOMO	-0.3383	hartree
spin multiplicity	1
relative energy (zero: lowest compared OMol25 entry of this formula, charge and spin)	50.13	kcal per mole
charge	0

XYZ file:
```
20
C4H10N2O4 | OMol25 | ωB97M-V/def2-TZVPD
O 0.7717 0.2230 2.1492
O -0.9858 1.5335 1.6749
O -0.6371 -1.8158 1.0408
O 0.7668 0.9630 -0.5969
N 0.2789 -0.4329 -0.6832
N -1.9733 -0.3085 -0.1435
C -0.6845 -0.5613 0.4112
C -0.3105 0.5749 1.4276
C 1.4297 -1.3052 -0.6508
C 0.1407 1.7890 -1.5559
H 2.0274 -1.2022 0.2624
H -2.3297 -1.1361 -0.6062
H 0.9501 0.9022 2.8190
H -2.6609 -0.0345 0.5467
H 0.4090 2.8209 -1.3362
H 2.0447 -1.0561 -1.5133
H 0.4854 1.5364 -2.5629
H -0.9481 1.7067 -1.5258
H 1.0685 -2.3286 -0.7450
H 0.1570 -1.8686 1.5878
```

Entry 9:
Density functional theory data (ωB97M-V/def2-TZVPD) for 2 unconnected molecules or ions with the total composition C4H10N2O4 at a distorted geometry.

Values from the calculation:
F_max	5.0	eV/Å
total energy	-15476.740	eV
lowest unoccupied orbital energy	0.34	eV
E_HOMO	-0.3596	hartree
spin multiplicity	1
relative energy (zero: lowest compared OMol25 entry of this formula, charge and spin)	95.17	kcal per mole
charge	0

XYZ file:
```
20
C4H10N2O4 | OMol25 | ωB97M-V/def2-TZVPD
O -2.6358 -0.0100 0.3772
O 1.6667 -1.6361 0.2612
O 2.2578 0.9168 0.1865
O -3.8160 -0.0649 2.2249
N -2.7297 0.1554 1.7308
N 0.0656 0.2234 0.0847
C 0.4333 2.5655 0.0164
C 0.3286 -1.1495 -0.0212
C 0.0148 -1.6525 -1.5156
C 0.9309 1.1721 0.1183
H -0.5623 2.6095 -0.1829
H 1.0215 3.0653 -0.8349
H -1.6519 0.2318 0.3695
H 0.3246 -1.0137 -2.2379
H 1.7210 -2.3303 0.9386
H -0.2473 -1.6366 0.6529
H 0.7714 3.1805 0.8308
H -0.9727 -1.9779 -1.6716
H 0.6363 -2.4945 -1.5372
H 2.4432 -0.1543 0.2095
```

Entry 10:
Density functional theory data (ωB97M-V/def2-TZVPD) for C4H10N2OS in the gas phase at a distorted geometry.

Values from the calculation:
F_max	5.8	eV/Å
total energy	-20171.749	eV
lowest unoccupied orbital energy	0.80	eV
E_HOMO	-0.3308	hartree
spin multiplicity	1
relative energy (zero: lowest compared OMol25 entry of this formula, charge and spin)	50.12	kcal per mole
charge	0

XYZ file:
```
18
C4H10N2OS | OMol25 | ωB97M-V/def2-TZVPD
S 0.6834 1.5827 -2.0518
O -0.2352 0.8049 1.7398
N -0.9139 -1.6242 -0.2513
N 1.5488 -0.6797 1.7519
C -0.0079 -0.4788 -0.2434
C -0.5743 0.7341 -0.9639
C 0.4441 -0.0718 1.1258
C -1.7226 -1.7474 1.0372
H -1.4680 -1.6498 -1.0854
H -0.9343 1.5480 -0.2647
H 1.9297 -0.2469 2.5023
H -2.2109 -0.7681 1.4471
H 1.0113 -0.8235 -0.8676
H -1.2316 0.4341 -1.6878
H 1.8172 1.2997 -1.3990
H -2.2708 -2.7511 0.9189
H 2.0133 -1.3125 1.2237
H -0.9876 -1.9814 1.8848
```

Entry 11:
Density functional theory data (ωB97M-V/def2-TZVPD) for C4H10N2OS in the gas phase at a distorted geometry.

Values from the calculation:
F_max	3.9	eV/Å
total energy	-20169.575	eV
lowest unoccupied orbital energy (spin up / spin down)	-0.24 / -0.29	eV
E_HOMO (spin up / spin down)	-0.3214 / -0.2917	hartree
spin multiplicity	1
relative energy (zero: lowest compared OMol25 entry of this formula, charge and spin)	100.26	kcal per mole
charge	0

XYZ file:
```
18
C4H10N2OS | OMol25 | ωB97M-V/def2-TZVPD
S -1.9198 0.5465 0.4857
O -1.9751 1.5600 -0.5980
N 0.5613 -0.1307 0.7448
N -2.0366 -0.9531 -0.1715
C 1.2061 2.2222 0.4006
C 0.3578 -1.3883 0.0460
C -1.0426 -1.9094 0.2548
C 1.0892 0.8036 -0.1948
H 1.1501 -2.2341 0.4944
H 1.4320 3.0025 -0.3615
H 0.6116 -1.3745 -0.9929
H -1.0657 -2.0944 1.2683
H -2.1030 -0.8622 -1.1683
H 0.2879 2.3615 0.8075
H 2.0102 2.2577 1.0983
H 2.0859 0.2849 -0.4890
H 0.6098 0.7256 -1.3047
H -1.2590 -2.8177 -0.3197
```

Entry 12:
Density functional theory data (ωB97M-V/def2-TZVPD) for a molecular structure, C4H10N2OS at a distorted geometry.

Values from the calculation:
F_max	5.7	eV/Å
total energy	-20164.187	eV
lowest unoccupied orbital energy	-3.52	eV
E_HOMO	-0.3486	hartree
spin multiplicity	1
relative energy (zero: lowest compared OMol25 entry of this formula, charge and spin)	224.51	kcal per mole
charge	0

XYZ file:
```
18
C4H10N2OS | OMol25 | ωB97M-V/def2-TZVPD
S -3.4024 -1.2141 0.5029
O 2.5759 -1.4927 0.4068
N 1.6803 0.8060 0.0188
N -1.9790 1.1549 -0.8803
C 0.3572 0.1972 -0.3043
C -0.7814 1.2832 0.0532
C -0.0881 -1.1343 0.3830
C 2.6687 -0.0714 0.0651
H 0.2949 0.1181 -1.3875
H -0.1531 -1.9725 -0.2289
H -1.0977 -1.1127 0.7919
H 0.5510 -1.1955 1.4078
H -0.1953 2.2467 -0.0700
H -2.4488 0.1688 -0.7597
H 2.2564 -0.9796 -0.6835
H -2.7457 1.6899 -0.4895
H -1.1935 1.1316 1.1420
H 3.7007 0.3764 0.0322
```

Entry 13:
Density functional theory data (ωB97M-V/def2-TZVPD) for C4H10N2OS in the gas phase at a distorted geometry.

Values from the calculation:
F_max	4.4	eV/Å
total energy	-20170.208	eV
lowest unoccupied orbital energy	0.85	eV
E_HOMO	-0.3075	hartree
spin multiplicity	1
relative energy (zero: lowest compared OMol25 entry of this formula, charge and spin)	85.66	kcal per mole
charge	0

XYZ file:
```
18
C4H10N2OS | OMol25 | ωB97M-V/def2-TZVPD
S -1.8123 1.3572 -0.1917
O -1.7476 2.7060 -0.6376
N -1.2269 0.5267 -1.6043
N 0.1503 -0.2737 0.6894
C 0.3556 -1.0105 -0.5088
C 1.0544 -0.6347 1.6930
C -0.8569 -0.8048 -1.3880
C 0.0070 1.1238 0.6703
H -0.0993 1.6168 1.6298
H 0.7738 -0.5657 2.7760
H 2.0015 -0.0624 1.6270
H 1.3581 -1.5876 1.5095
H -0.3509 1.0752 -1.9350
H 0.7344 1.7212 -0.0179
H -1.6230 -1.2057 -0.6911
H -0.5695 -1.4450 -2.3038
H 0.5604 -2.0542 -0.3351
H 1.2909 -0.4826 -0.9820
```